# C4H3N2

A gas-phase ion, C4H3N2 (charge +1) (wB97M-V/def2-TZVPD, the OMol25 dataset).

Each line ends with the natural charge from an NBO analysis.
Element x y z (Å)
C (-0.40, 1.58, -1.78)  0.512
C (0.24, -0.72, -1.07)  0.122
C (0.69, -0.36, 0.17)  0.261
C (-0.21, 0.11, 1.51)  0.081
N (-0.26, 0.44, -1.61)  -0.595
N (1.11, 0.35, 1.12)  -0.175
H (0.36, -1.65, -1.71)  0.329
H (-0.67, -0.69, 2.01)  0.244
H (-0.86, 0.94, 1.35)  0.220

## Properties
**E_tot**: -7162.3433 eV
**Relative energy (zero: lowest compared OMol25 entry of this formula, charge and spin)**: 284.60 kJ/mol
**E_HOMO (alpha / beta)**: -16.289 / -16.288 eV
**Orbital gap (alpha / beta)**: 8.2 / 8.2 eV
**Charge**: +1
**LUMO level (alpha / beta)**: -8.059 / -8.059 eV
**2S+1**: 1